No. 1
C18H66N8O15 | ωB97M-V with the def2-TZVPD basis set

Output
HOMO level, eV: -8.8
ΔE to the lowest compared entry with this formula, charge and spin, kJ/mol: 48.3

Geometry as ORCA input:
```
! wB97M-V def2-TZVPD RIJCOSX def2/J DEFGRID3
* xyz 0 1
C -9.94700 -15.15600 -0.27400
C -9.59300 -14.14300 0.78700
O -9.59900 -12.88000 0.28700
H -10.99300 -14.99000 -0.50600
H -9.83000 -16.19500 -0.05300
H -9.41800 -15.01500 -1.16800
H -8.52100 -14.25500 1.06100
H -10.17600 -14.27500 1.66200
H -9.08500 -12.30200 0.84300
C -12.76900 -14.53000 4.28500
C -12.89400 -15.70200 3.35200
O -12.54800 -16.89200 3.95100
H -13.41100 -14.68900 5.16100
H -13.04200 -13.61300 3.86900
H -11.76000 -14.39100 4.66800
H -12.12600 -15.53000 2.51200
H -13.88900 -15.75400 2.85300
H -11.70100 -16.83900 4.43700
C -8.39400 -18.09200 2.15300
C -9.54400 -17.70700 3.10000
O -9.03100 -16.79100 4.08900
H -7.43900 -18.32600 2.66500
H -8.31100 -17.24200 1.42400
H -8.65200 -18.95500 1.60100
H -9.71900 -18.66400 3.61100
H -10.39700 -17.30500 2.56300
H -9.39900 -16.95100 4.92000
C -13.58700 -20.43200 3.66900
O -13.27900 -21.77500 3.30300
N -14.55200 -19.99500 4.35200
N -12.70100 -19.51200 3.25000
H -15.25800 -20.63400 4.64800
H -14.54800 -19.03300 4.72000
H -12.18800 -19.74600 2.38700
H -12.79600 -18.53400 3.50900
C -9.31800 -21.34800 -0.97400
O -8.80100 -21.03600 -2.20100
N -10.54600 -21.46200 -0.69200
N -8.54900 -21.72700 -0.06200
H -11.21400 -21.49400 -1.48700
H -10.90900 -21.96500 0.20300
H -7.57200 -21.59300 -0.33800
H -8.82200 -21.83900 0.90600
C -4.55000 -21.04700 1.64400
O -5.82600 -20.53700 1.58100
N -4.23500 -22.05600 2.43800
N -3.55400 -20.56400 1.03400
H -5.04000 -22.33900 3.07100
H -3.58200 -22.72800 2.17000
H -3.56800 -19.57800 0.74700
H -2.61300 -20.90800 1.37600
C -11.19300 -15.15400 7.11100
O -10.62300 -16.24900 6.42800
N -10.71600 -13.95000 7.07700
N -12.42500 -15.20300 7.56300
H -9.81700 -13.83700 6.61800
H -11.26900 -13.18600 7.37300
H -12.81600 -16.16400 7.37100
H -12.85500 -14.62500 8.30000
C -6.08800 -15.03600 2.34900
O -6.35600 -15.64600 3.58400
H -6.77000 -14.23700 2.20700
H -6.22000 -15.82000 1.59000
H -5.05800 -14.69800 2.33000
H -7.20300 -16.06200 3.47400
C -8.85000 -13.38800 4.37800
O -8.32300 -13.94800 5.58600
H -8.03900 -13.35900 3.68600
H -9.28100 -12.46900 4.51800
H -9.66300 -14.10200 4.10600
H -7.42500 -13.72700 5.69900
C -11.65500 -20.65100 6.37800
O -11.19700 -19.57700 5.58800
H -11.81700 -21.52500 5.82200
H -12.59400 -20.41400 6.89100
H -10.93500 -20.84000 7.13600
H -11.72500 -19.59900 4.74500
C -4.64800 -17.73500 0.52000
O -3.31000 -17.84900 0.82200
H -5.27600 -17.94100 1.34200
H -4.95900 -18.46500 -0.19600
H -4.94800 -16.75700 0.14900
H -3.04400 -16.99000 1.17500
C -7.44000 -18.66700 -1.05500
O -7.10800 -18.86800 -2.39100
H -6.86600 -19.36600 -0.46500
H -8.49800 -18.80700 -0.89100
H -7.34100 -17.66400 -0.67800
H -7.29700 -19.81800 -2.44300
C -9.50500 -21.48100 3.75100
O -8.49200 -21.49800 2.79700
H -9.67400 -22.44400 4.21900
H -10.40300 -21.22000 3.22000
H -9.33900 -20.72900 4.51700
H -7.71200 -21.18000 3.19200
C -7.06600 -19.52100 5.46000
O -6.36400 -20.14600 4.41300
H -8.03700 -19.88900 5.71600
H -7.04000 -18.43800 5.14800
H -6.63400 -19.51100 6.46700
H -5.78800 -19.53800 4.02800
C -11.92400 -18.40600 0.37300
O -11.30200 -19.54900 0.90100
H -12.82500 -18.71200 -0.22500
H -11.25200 -17.98900 -0.35600
H -12.24600 -17.59700 1.07200
H -10.97300 -20.08300 0.14600
*
```

***

No. 2
C18H66O15 | ωB97M-V with the def2-TZVPD basis set

Output
HOMO level (alpha / beta), eV: 0.3 / -7.3
ΔE to the lowest compared entry with this formula, charge and spin, kJ/mol: 0.0

Geometry as ORCA input:
```
! wB97M-V def2-TZVPD RIJCOSX def2/J DEFGRID3
* xyz -1 2
O -1.51591 -2.43567 -4.76039
H -2.33779 -2.56175 -4.28621
H -1.38997 -3.25227 -5.24366
O 4.31306 -0.61391 -0.95002
H 4.84863 0.17925 -0.93254
H 3.41445 -0.29890 -0.85253
O 2.02044 -3.56366 -4.29396
H 1.78482 -3.19880 -3.44098
H 2.94979 -3.77870 -4.21458
O 4.54363 -2.84746 -2.66742
H 4.28967 -2.03098 -2.23721
H 5.12397 -3.27878 -2.04020
O 2.35695 1.95808 3.31107
H 2.39957 2.91431 3.30499
H 2.96457 1.68639 2.62317
O -0.61765 2.73777 -0.44665
H -1.25299 2.45383 -1.10388
H -0.41345 3.64200 -0.68518
O 4.40030 -0.32680 2.12984
H 4.58431 -1.26264 2.04873
H 3.89373 -0.11303 1.34631
O 0.61829 -0.87724 -4.99915
H 1.31949 -1.48621 -4.76740
H -0.18674 -1.38046 -4.87693
O 0.96870 -5.39585 2.00211
H 1.12977 -5.72320 1.11716
H 1.61726 -4.70235 2.12320
C 0.47561 -1.73329 -1.66009
C 0.63976 -0.66636 -0.57713
C 1.25199 -1.17686 0.74456
O 1.31510 0.41700 -1.00561
H 1.46725 -2.10711 -1.91505
H 0.06348 -1.33242 -2.58613
H -0.12300 -2.61420 -1.42823
H -0.36855 -0.31452 -0.35889
H 1.21584 -0.40176 1.51008
H 2.23202 -1.64404 0.64770
H 0.72988 -2.02284 1.19159
H 1.01683 1.26481 -0.66818
C -3.82983 -0.15748 -3.00163
C -2.70034 0.89479 -2.89387
C -2.38148 1.66935 -4.14776
O -3.19582 1.87684 -2.01802
H -4.83204 0.17251 -3.27511
H -3.98912 -0.75602 -2.10471
H -3.53460 -0.89521 -3.74775
H -1.77873 0.41572 -2.56335
H -1.94083 1.11559 -4.97678
H -1.74328 2.52610 -3.93146
H -3.30554 2.07902 -4.55568
H -4.06890 2.08585 -2.35809
C 1.41271 -1.96298 4.22751
C 1.70243 -2.77247 5.52004
C 2.69776 -2.17173 6.52246
O 0.48935 -2.66340 6.16687
H 0.48550 -2.26115 3.73815
H 2.16582 -2.12864 3.45713
H 1.49537 -0.89901 4.44941
H 1.81475 -3.83694 5.31420
H 2.48506 -1.11351 6.67423
H 3.69273 -2.17261 6.07735
H 2.78174 -2.82475 7.39114
H -0.18714 -2.76852 5.49388
C -6.10372 0.21716 0.34978
C -4.83391 0.58272 1.22159
C -3.54576 -0.23352 1.01273
O -4.50644 1.97112 1.15207
H -5.92302 -0.70015 -0.21058
H -6.09754 0.93456 -0.47083
H -7.07329 0.12151 0.83853
H -5.17912 0.47794 2.25016
H -3.70485 -1.27392 0.72925
H -2.94926 -0.17271 1.92299
H -2.88012 0.24347 0.29335
H -4.16459 2.15072 0.27316
C 3.20104 2.55561 -3.54218
C 2.07744 3.60414 -3.72544
C 0.69571 3.15041 -3.96486
O 2.01173 4.31607 -2.45406
H 3.20073 1.88552 -4.40188
H 2.97505 1.90588 -2.69667
H 4.17801 2.92246 -3.22747
H 2.33742 4.25705 -4.55864
H 0.36765 2.47228 -3.17707
H 0.62493 2.74731 -4.97511
H 0.09255 4.05580 -3.89723
H 1.20860 4.83645 -2.37792
C -1.90511 1.39524 4.91891
C -0.69703 1.31700 4.03100
C -0.82026 2.02687 2.69820
O 0.33694 1.85568 4.76636
H -1.63889 0.94586 5.87562
H -2.85234 1.02506 4.52672
H -2.12706 2.46034 4.98513
H -0.48029 0.26006 3.87604
H -1.25428 3.02656 2.71696
H -1.39843 1.37200 2.04631
H 0.19487 2.11168 2.31036
H 1.15354 1.61287 4.32386
*
```

***

No. 3
C18H8KN7O7Se | ωB97M-V with the def2-TZVPD basis set

Output
HOMO level, eV: -8.6
ΔE to the lowest compared entry with this formula, charge and spin, kJ/mol: 70.5

Geometry as ORCA input:
```
! wB97M-V def2-TZVPD RIJCOSX def2/J DEFGRID3
* xyz 0 1
K 0.35377 -0.29610 0.16346
Se -7.85987 -0.72416 -0.23177
N -6.61949 -1.97490 -0.26450
C -5.45696 -1.37257 -0.29005
C -4.18607 -2.06788 -0.30928
C -4.09415 -3.46077 -0.27875
C -2.84883 -4.04541 -0.27943
C -1.72763 -3.21849 -0.30422
N -1.79416 -1.89779 -0.33621
C -3.00158 -1.31529 -0.34536
C -3.04783 0.15519 -0.37745
N -1.88128 0.80814 -0.45024
C -1.88674 2.13026 -0.44910
C -3.05169 2.89014 -0.35667
C -4.25952 2.23403 -0.30102
C -4.27329 0.83693 -0.32191
C -5.50059 0.06846 -0.28611
N -6.69730 0.59944 -0.25687
H -5.00512 -4.04356 -0.25109
H -2.73546 -5.12012 -0.25485
H -0.73056 -3.64679 -0.29540
H -0.91641 2.61221 -0.51451
H -2.99881 3.96968 -0.33549
H -5.20045 2.76451 -0.23945
O 6.96047 3.44330 -0.44131
N 7.08382 2.30065 -0.02919
O 8.15315 1.76660 0.20672
C 5.87840 1.52653 0.18231
C 5.96552 0.22206 0.65650
C 4.83580 -0.53630 0.83839
C 3.50842 -0.03874 0.51636
O 2.46907 -0.71710 0.45332
C 3.50802 1.37143 0.16083
C 4.64508 2.10464 -0.06492
N 2.23712 1.98361 -0.05406
O 2.11087 2.80791 -0.94895
O 1.29902 1.65854 0.67888
N 5.02464 -1.88414 1.36173
O 4.04922 -2.56388 1.61398
O 6.17581 -2.25497 1.55307
H 6.93004 -0.20449 0.88579
H 4.58554 3.12917 -0.40324
*
```

***

No. 4
C18H9Cl5N4Zr | ωB97M-V with the def2-TZVPD basis set

Output
HOMO level (alpha / beta), eV: -15.4 / -15.4
ΔE to the lowest compared entry with this formula, charge and spin, kJ/mol: 0.0

Geometry as ORCA input:
```
! wB97M-V def2-TZVPD RIJCOSX def2/J DEFGRID3
* xyz 2 1
Zr -0.84342 -0.14580 -1.16213
C -3.31884 -0.19903 3.90160
C -1.90584 -0.22435 4.12226
C -1.04632 -0.63088 3.10206
C -1.55075 -0.96846 1.85362
C -2.93610 -0.97286 1.69948
C -3.81995 -0.72966 2.72924
N -0.69839 -1.20044 0.76099
N 0.57939 -1.44996 1.01922
C 1.29226 -1.74725 -0.08723
C 2.55585 -2.43791 0.16157
C 3.30894 -2.87279 -0.95363
C 2.76864 -2.66210 -2.25156
C 1.60452 -1.94408 -2.38422
N 0.95131 -1.40932 -1.33767
H -3.96093 0.17189 4.64474
H -1.54006 0.00650 5.12283
H 0.02592 -0.84863 3.27526
H -3.42799 -1.23936 0.76197
H -4.87467 -0.90649 2.59210
H 2.95123 -2.65133 1.16945
H 4.28358 -3.36622 -0.82498
H 3.34965 -2.93201 -3.17644
H 1.06798 -1.83171 -3.35345
N -1.50089 -0.61407 -3.25087
C -1.64272 -0.98043 -4.37407
Cl -2.12283 1.79154 -0.11027
C -0.48347 2.48508 -0.74999
C 0.27704 1.62715 -1.55259
C 1.44177 2.08107 -2.12121
Cl 2.03134 1.10560 -3.45502
C 1.94162 3.34613 -1.79764
Cl 3.50022 3.86282 -2.44061
C 1.15516 4.20111 -1.00273
Cl 1.55931 5.89228 -0.82276
C -0.03805 3.75918 -0.43380
Cl -0.93450 4.63483 0.72652
*
```